{"formula": "C57H140N5O33P7", "method": "wB97M-V/def2-TZVPD", "fmax_ev_per_a": 4.2, "homo_lumo_gap_ev": 9.307, "spin_multiplicity": 1, "e_above_lowest_kcal_mol": 2.1, "total_charge": 0, "smiles": "CCOP(=O)(OCC)OCC.CCOP(=O)(OCC)OCC.CCOP(=O)(OCC)OCC.CCOP(=O)(OCC)OCC.CCOP(=O)(OCC)OCC.CCOP(=O)(OCC)OCC.CCOP(=O)(OCC)OCC.CN(C)C=O.CN(C)C=O.CN(C)C=O.CN(C)C=O.CN(C)C=O", "lumo_ev": 0.56, "elements": ["O", "H", "H", "H", "H", "C", "H", "H", "O", "C", "C", "C", "P", "C", "H", "H", "P", "O", "O", "H", "H", "H", "H", "H", "H", "O", "H", "H", "O", "H", "C", "C", "H", "O", "H", "H", "H", "H", "O", "H", "H", "H", "H", "H", "O", "H", "H", "H", "H", "O", "H", "H", "C", "H", "C", "C", "H", "P", "O", "H", "O", "C", "H", "H", "H", "C", "H", "P", "H", "C", "H", "H", "H", "H", "O", "H", "H", "O", "H", "H", "H", "C", "H", "H", "C", "H", "H", "H", "C", "H", "C", "H", "N", "P", "C", "H", "C", "H", "C", "O", "C", "H", "H", "H", "H", "H", "C", "H", "N", "H", "C", "O", "H", "H", "H", "C", "C", "H", "H", "O", "H", "C", "O", "C", "C", "H", "H", "C", "C", "O", "H", "H", "O", "H", "O", "C", "C", "H", "C", "C", "H", "H", "C", "H", "C", "C", "N", "H", "H", "C", "H", "H", "H", "H", "H", "C", "H", "C", "H", "H", "C", "H", "H", "H", "H", "C", "H", "O", "H", "H", "C", "H", "H", "C", "H", "H", "O", "C", "H", "N", "O", "O", "C", "C", "P", "C", "H", "H", "H", "H", "H", "H", "H", "H", "C", "P", "O", "H", "C", "H", "C", "H", "O", "H", "H", "O", "H", "H", "C", "O", "H", "O", "N", "H", "H", "H", "H", "H", "O", "H", "H", "C", "H", "H", "H", "C", "O", "H", "H", "H", "H", "H", "H", "C", "C", "H", "H", "H", "C", "O", "H", "H"], "xyz": [[2.59602, -5.36251, -1.31583], [0.19102, -4.38344, 0.89044], [-2.57017, -3.40360, 2.62000], [0.44318, -3.84733, -4.04832], [-1.89154, 1.92200, 1.25507], [-2.12193, -5.12723, -2.75677], [3.77434, 3.66752, 6.45927], [-3.05850, 3.78649, -3.41973], [4.92908, -6.34254, -1.44782], [2.37213, 7.87846, 4.75581], [3.67878, 4.28463, 5.55001], [2.90031, 5.29597, 1.08461], [-0.14430, -1.45996, -0.00873], [-2.11011, -1.68872, -3.89453], [1.92526, 1.15431, -2.34255], [3.81738, 7.13746, 1.08781], [4.70878, 1.02234, 3.69088], [-2.55316, -0.33119, -5.91026], [-4.84555, 0.35307, 2.82676], [-0.64637, -0.57434, -4.97633], [-2.54421, 2.37951, -5.35497], [1.27531, 9.10733, 6.14580], [0.09658, -5.46169, -5.32473], [1.32524, -2.17574, 3.18827], [3.89933, -2.94825, 6.11265], [-2.49583, -0.52548, -8.37282], [4.56188, -2.81618, -2.94484], [5.10450, -8.86837, 2.15594], [-2.70955, 4.85031, -0.92313], [-0.89070, 7.49237, -3.54442], [-3.97174, -6.58131, -2.39218], [3.63934, 3.39879, 4.38525], [2.40775, -3.71407, -7.47914], [2.04341, -2.51180, -4.16313], [-2.15769, 5.56817, 4.20488], [8.38495, -1.89510, -3.93112], [-0.70003, -3.46982, 5.98821], [2.73190, 8.63810, 3.99868], [-5.31197, 1.34518, -4.06284], [5.01119, -3.69269, 2.38700], [0.95087, 7.41050, 6.22261], [0.66314, -4.86873, -1.35801], [3.12553, 4.26127, 0.82991], [-1.26144, 6.36584, 1.51755], [-3.60872, -2.31638, -6.96818], [-4.95543, -6.41646, -2.86310], [-3.19362, -3.57304, -0.94827], [-3.76652, -4.94430, -0.05616], [3.27882, 1.00802, 0.50152], [0.00685, -1.80237, 1.49894], [-4.46913, 3.71554, -2.03585], [-2.92111, 1.55254, -1.15244], [-5.79401, -1.35732, 7.96828], [0.02471, -1.81872, 5.65600], [4.17767, 6.15711, 1.34917], [-0.36847, -2.49909, 6.37208], [-1.06695, 1.45950, -10.53864], [4.01803, -5.49070, -0.67059], [-0.43329, 3.50858, -0.70812], [-6.01501, 2.53823, 5.86343], [3.79319, -6.09815, 0.82540], [-1.76783, 3.10356, -4.95987], [-2.57303, 7.00909, -2.95463], [1.06229, -2.04962, 7.94694], [-0.02839, -0.13264, 3.34680], [-5.49431, 2.43735, -4.50270], [3.26550, 7.64161, 5.36703], [1.33722, 6.49217, 2.74115], [-4.26807, 0.53382, -0.88620], [-3.64345, -3.58246, -7.61018], [-3.39202, -7.12613, -3.09275], [4.37743, -0.24341, 0.93674], [2.37402, 5.84588, 0.33539], [0.31254, -4.99359, -6.94361], [-0.45199, 5.94694, -1.31341], [-2.74569, 2.74441, 4.99934], [6.12925, -2.33450, 2.04639], [-1.42920, -1.79322, 6.97712], [-4.59649, -3.04343, 4.03629], [4.09369, -8.03891, -0.10091], [2.14267, -1.54334, 1.70627], [1.22963, -1.45216, 2.35054], [7.49658, -2.58734, -5.24799], [4.48534, 4.94496, 5.45837], [-1.66245, 2.95247, 1.49521], [-2.54506, 3.52379, 1.19211], [4.86611, 5.86585, 0.60341], [4.48848, -2.17073, 1.52466], [5.49300, -3.37630, 0.20534], [-4.82316, -4.18200, -1.32448], [-4.15739, 1.16617, 3.47698], [1.25566, -5.83805, 1.09377], [-4.62721, 1.77963, 4.54969], [-2.30083, -1.40335, -7.05608], [5.40045, -3.25454, -3.43045], [1.23657, -1.82681, -2.17710], [-3.46400, -4.72945, -6.66801], [-1.87839, 0.43907, -4.09568], [2.78347, -3.75523, -6.44997], [1.37517, 7.65355, 1.82014], [1.74073, -0.94276, -1.71116], [-3.31639, 6.64441, 3.38537], [-3.61160, 1.82632, 6.36859], [-1.68909, -4.11695, -2.53318], [-0.78443, 2.76891, -5.09192], [3.58358, -2.61628, 4.39035], [-5.90575, 4.81882, -4.43078], [1.71265, 0.10017, 3.70194], [1.72699, -4.25016, -5.57341], [3.71716, -4.38216, -6.52824], [1.52339, -4.60790, -0.72683], [3.78251, 1.10367, 2.41182], [-4.06428, -4.61750, -5.77622], [-6.12033, 4.37841, -1.87345], [2.68832, 2.85669, 4.38647], [0.96426, -0.09532, 2.91312], [-2.49147, 5.91054, 3.24035], [-6.81940, 1.29979, 4.69044], [-0.24838, 7.82976, -1.28884], [4.33637, -4.00897, -0.41725], [-4.62145, -3.55671, -8.11535], [-1.72069, -0.47017, -4.70543], [5.53657, -0.78326, -1.97293], [-0.41723, 3.46139, 0.78839], [-1.28362, 6.58888, 2.57039], [-5.45830, 2.68647, -5.58486], [7.33716, -0.54544, -2.90622], [-1.10102, 7.23663, -1.38813], [4.22239, 0.77906, 1.03823], [-1.08965, 4.23601, -2.93068], [2.82050, -1.14567, -1.65452], [-4.24377, 3.31073, 5.71850], [2.22137, 6.61397, 4.01679], [-1.35388, 3.05657, 2.56220], [-0.08206, 6.09562, 3.21793], [-3.20325, 0.50570, -1.11593], [3.58915, -2.22028, 5.33852], [-3.10168, 0.18115, -2.13805], [-2.92730, -2.39284, 2.79256], [0.56010, -2.91529, 7.50997], [6.27391, -4.13213, 0.02016], [-6.84660, 5.11630, -3.99718], [-1.68074, 7.57681, -2.73849], [-0.93378, 0.78797, -8.27980], [-3.81479, -2.32035, 3.94626], [4.36267, -0.90843, 5.54372], [-3.25874, -5.34486, -2.00150], [-1.31602, -1.97718, -3.15353], [-3.53630, -2.03662, 1.92783], [5.40833, 1.58897, 0.54478], [-0.10527, -3.41609, 8.22597], [1.98017, -4.30267, 1.36028], [-1.21926, 7.64902, 2.59217], [5.64644, 1.63024, -0.48592], [-5.74209, 0.73200, 5.98891], [-1.33704, 0.10568, -8.99740], [-1.80558, -0.02324, -11.05107], [1.41225, -3.48178, -4.50379], [-2.70710, 0.10308, 0.89070], [-2.94887, -3.61903, -8.42285], [6.42327, -1.12908, -2.74984], [-4.14169, -2.79126, 7.60503], [4.58566, 6.18493, 2.38109], [-2.41292, -4.92044, -6.41627], [-2.86805, 5.07466, 2.64775], [0.84247, -5.30344, -6.06427], [1.23160, -3.59319, 7.11700], [3.82736, 0.06701, 4.64482], [-1.77999, 7.38683, -0.53580], [5.84476, -7.50603, 1.41447], [-3.69471, 2.41687, 5.46828], [-5.89943, 2.63470, -2.00311], [0.52011, 2.85074, 0.97909], [-5.91622, 1.55304, 5.28670], [1.00214, 0.77983, 2.27193], [3.77318, 3.95782, 3.48236], [6.07296, 0.51121, 3.50247], [3.85146, -7.57033, 0.88447], [5.62832, -4.19039, -3.02994], [6.50859, -2.30692, -3.39068], [-0.60717, -2.65179, -0.77024], [4.71483, 2.45219, 4.41841], [-5.47727, 3.56591, -2.33804], [1.19674, -4.81854, 0.78858], [-2.59636, -1.23098, 6.01524], [4.91273, -7.85291, 1.85228], [-5.29671, 5.63157, -4.17210], [-0.57757, -0.67817, -9.05860], [4.79998, -7.36104, 2.79388], [-2.09738, -1.65878, 2.87045], [6.32095, 1.26749, 1.00729], [1.35758, -6.25812, -6.14739], [-3.78094, -5.64675, -7.11700], [-6.03389, 4.72190, -5.49578], [-3.76283, -4.44057, -1.06475], [-1.34600, 4.63738, -1.41222], [1.29073, -0.86117, -0.36648], [5.22746, 2.56796, 0.91881], [-4.32508, -1.74064, 7.89682], [-6.37308, -2.22342, 8.35155], [-1.80315, 0.70233, -10.25210], [5.18228, -3.35202, -4.51427], [-1.04723, -0.09340, -0.21264], [-1.83285, 4.05441, -5.51929], [-6.13095, -1.16239, 6.95618], [-3.05668, -2.50788, 5.24944], [4.19261, -0.66694, 6.63455], [-2.99539, -1.49567, -3.25886], [-2.49757, -0.34320, -0.08490], [-2.05013, -0.23794, 5.05026], [-3.78873, -1.65806, 8.85800], [1.99046, 5.20747, 2.19408], [-5.65721, 3.59141, -3.80764], [5.45128, -1.00702, 5.29610], [2.53087, -2.09007, 5.64211], [-2.76255, -1.40353, -0.06280], [-4.12823, -7.28806, -1.53684], [3.02359, -2.71299, -6.16950], [-3.72738, -0.77870, 6.98195], [-3.05927, 1.25574, 3.27707], [1.57752, 0.04665, -3.69706], [1.38370, 0.23817, -2.60311], [-0.20641, 4.48677, 1.14355], [-2.81734, 1.18586, -10.13782], [2.72318, 4.82393, 5.57887], [7.67414, -2.63586, -4.14012], [-0.99780, -2.04908, -6.96759], [0.32655, 0.42747, -2.46977], [1.71159, -3.53855, -0.95001], [8.01084, -3.62020, -3.83766], [0.36360, 8.26316, 4.77760], [-2.04241, 2.35877, -3.02877], [5.76569, -2.47498, -0.41772], [-2.07626, 3.36443, -3.53619], [1.16209, 8.22582, 5.52782], [2.88798, -7.90203, 1.28263], [-1.89063, 8.64881, -2.73674], [-6.03514, -0.53950, 8.65808], [5.27290, -2.89020, 1.65272], [-1.63647, -5.88541, -3.56154], [-4.32414, -1.36840, 3.86800], [-2.48774, -2.57255, -4.45442]]}